1.
{
  "formula": "C44H72IN7O12",
  "method": "wB97M-V/def2-TZVPD",
  "symbols": ["O", "H", "C", "O", "C", "C", "N", "H", "C", "O", "H", "H", "H", "C", "N", "N", "C", "H", "H", "I", "H", "H", "C", "H", "H", "H", "H", "H", "C", "O", "H", "C", "C", "H", "C", "H", "C", "C", "C", "H", "C", "H", "H", "C", "H", "O", "H", "H", "H", "H", "H", "H", "O", "H", "H", "H", "C", "H", "H", "H", "H", "H", "C", "H", "H", "C", "H", "H", "C", "C", "H", "O", "N", "C", "H", "C", "H", "C", "C", "C", "H", "C", "H", "H", "H", "C", "O", "H", "C", "O", "C", "C", "O", "H", "H", "H", "C", "N", "C", "C", "H", "H", "H", "N", "H", "C", "N", "C", "H", "H", "H", "H", "C", "H", "O", "H", "C", "H", "C", "C", "H", "C", "H", "H", "H", "H", "C", "H", "C", "H", "O", "H", "H", "C", "H", "H"],
  "xyz": [[-1.24829, 0.93298, -0.24587], [3.45163, -5.86770, -1.38311], [5.32189, -7.00239, 2.82869], [-3.73240, 5.02346, 1.82827], [3.98150, -4.92037, -1.34425], [0.10629, -1.03338, -2.02746], [-3.54958, -5.22984, -7.78921], [3.45405, -6.23484, 2.15965], [-1.16646, -1.94748, 0.04620], [2.76005, -4.64787, 0.69539], [2.44118, 6.42258, 3.62654], [1.15432, 10.45413, 3.16423], [2.87415, 10.64515, 2.72279], [3.56994, -4.18306, -0.09464], [2.69010, 10.27543, 5.45984], [4.12434, -2.96821, 0.13789], [0.76619, 5.49397, 4.55444], [-5.85401, 4.79185, 0.36872], [2.23428, 12.07491, 4.46246], [-3.70762, 2.64352, -0.19863], [0.93527, -7.67247, -8.48482], [3.35850, 5.02424, 5.56858], [6.41313, -6.02844, 4.89488], [-7.54217, 3.29247, 0.67465], [5.36525, -2.80698, -1.55692], [2.64654, -8.28969, -6.80295], [7.06064, -7.58413, 3.60528], [-5.80728, -0.71200, -4.64448], [0.40522, 0.19328, 2.77571], [-3.51265, -5.20505, -5.55436], [-5.69420, -2.44755, -3.07275], [-3.31502, -4.72921, -9.12666], [-1.35530, 2.23533, 1.76256], [-4.26994, -4.65538, -9.65232], [-2.40348, 3.05436, 1.44270], [-3.08210, 0.09375, -3.67818], [1.26193, -0.16055, -1.61784], [4.15600, -6.05459, 2.96463], [2.09289, 5.38661, 3.78308], [5.05325, -5.12269, -1.33142], [-0.51836, -6.76542, -5.61761], [0.35159, -1.41915, -3.03017], [-4.89377, 3.45173, 2.45517], [-1.02286, 1.00484, 0.94721], [0.25796, -3.42079, 1.69391], [1.99174, -0.37027, -0.66614], [5.55622, -5.36618, 4.95498], [2.02963, 9.12897, 2.38735], [1.45305, -9.58585, -6.99811], [-1.63003, -3.35568, -7.17366], [-4.99686, -2.91257, -4.65277], [1.59334, -2.84710, 3.62882], [-0.80269, -6.15678, -7.92317], [-1.57925, -2.93255, 0.30108], [-4.73036, 0.40847, -5.50064], [-2.83839, -3.75536, -9.11159], [-4.79191, -2.77931, -3.59027], [3.72298, -4.33921, -2.23090], [5.98429, -2.05904, -0.07178], [4.15221, 4.89035, 4.00533], [1.69542, 1.69291, -1.85447], [-1.96893, -1.28575, -0.26972], [2.11922, 9.95024, 3.09285], [-0.75599, 4.40346, 5.56970], [2.60927, 5.38281, 1.69197], [-7.25019, 3.72723, 1.63709], [1.02592, 5.87347, 5.55422], [-3.23548, -2.56622, -7.15469], [-3.67923, -1.78283, -3.39202], [-0.13755, -2.23083, -1.09074], [-2.02828, 6.54142, 3.41725], [-6.73736, 6.08656, 1.77125], [-2.22780, 5.73444, 4.00549], [-0.85237, 3.72228, 3.59625], [-1.32101, -6.05378, -5.45193], [1.96281, 4.78254, 2.34968], [-2.40675, -2.94643, -5.63810], [-3.25037, -4.64298, -6.61287], [0.53933, 1.63431, 3.22961], [1.09840, -0.73569, 3.49634], [1.76046, 11.99736, 6.16990], [-5.02938, 0.03375, -4.51977], [-6.91528, 2.92219, 2.29754], [-5.42148, 0.86728, -3.93357], [0.60682, 3.37243, 5.19197], [3.21557, 4.67112, 4.54033], [1.51834, 0.93175, -2.41998], [-8.15123, 4.15695, 2.08387], [-0.01150, 4.17355, 4.79272], [1.55712, 1.94451, 3.82183], [0.28937, -2.38160, 2.01903], [-2.69569, 4.19779, 2.17205], [-2.62933, -2.08281, -2.84228], [3.64416, -6.21826, 3.91525], [-4.48792, -3.73614, -3.17820], [-0.46572, -3.05851, -1.72299], [-0.40910, -1.46615, 1.27318], [0.77872, -7.67845, -7.48926], [-0.57634, 2.57641, 2.88189], [-0.35576, -0.12866, 1.66066], [2.96101, 9.83541, 6.32523], [2.37236, 3.76982, 2.32323], [-0.84413, -7.74112, -5.25494], [6.31562, -6.92312, 3.75806], [-5.13756, 4.98184, 3.35485], [1.59601, -8.55453, -6.67064], [-3.86823, -0.51517, -3.84680], [2.52576, 11.71700, 5.44405], [-2.67526, -5.43398, -9.65890], [-6.91119, 6.57663, 0.96308], [3.79778, -2.53476, 0.98825], [-3.23841, 5.77153, 4.11131], [-5.00311, 4.53705, 2.36187], [0.95302, 4.85737, 1.93627], [2.70425, 8.20183, 4.61643], [4.49901, -5.02133, 2.89690], [-1.91535, 4.55169, 3.26163], [6.47524, -6.61894, 5.81119], [-2.58728, -3.28889, -6.65493], [1.04438, -2.06276, 3.11985], [3.46766, 12.18707, 5.73211], [-6.16121, 4.82129, 1.41500], [7.32263, -5.43112, 4.80380], [1.71386, -0.46697, 4.34790], [-0.81794, -0.47396, -2.16760], [-3.98681, -6.13155, -7.68761], [-0.20638, -6.83088, -7.09199], [4.65820, -1.28988, -0.96474], [5.09006, -2.24772, -0.66881], [3.12305, 3.58055, 4.55724], [5.39417, -7.81996, 1.92500], [1.33760, -8.47477, -5.62045], [0.35939, -6.43597, -5.05886], [2.52564, 9.39643, 4.43700], [0.82574, -2.49462, -0.63793], [0.14296, 6.27166, 4.10433]],
  "mulliken_charge": [-0.44, 0.33, 0.61, -0.57, -1.68, -0.23, -0.09, 0.25, -1.19, -0.65, 0.07, 0.37, 0.39, 0.97, -0.19, 0.07, -0.63, 0.41, 0.33, 0.03, 0.24, 0.35, -0.80, 0.27, 0.38, 0.28, 0.23, 0.37, 0.85, -0.66, 0.45, -0.87, 0.80, 0.32, -0.57, 0.18, 0.15, -1.11, 1.32, 0.40, -0.88, 0.65, 0.53, 0.42, 0.31, -0.46, 0.31, 0.25, 0.28, 0.48, 0.37, 0.45, -0.61, 0.48, 0.32, 0.30, -1.50, 0.42, 0.34, 0.45, 0.39, 0.72, -1.33, 0.39, 0.44, -1.34, 0.45, 0.46, 0.73, -0.36, 0.32, -0.57, -0.47, 0.38, -0.05, -1.39, -0.15, 0.76, -0.11, -0.63, 0.29, -0.98, 0.34, 0.26, 0.67, -1.73, -0.56, 0.39, -1.37, -0.58, -0.68, 0.25, -0.42, 0.48, 0.25, 0.64, 0.63, -0.20, -0.15, -0.39, 0.25, 0.17, 0.33, -0.15, 0.24, -0.86, -0.01, -0.88, 0.26, 0.34, 0.17, 0.31, -0.98, 0.30, -0.60, 0.33, 0.13, 0.27, -1.06, -0.95, 0.29, 0.43, 0.27, 0.47, -0.17, 0.23, 0.80, 0.25, -1.00, 0.29, -0.67, 0.34, 0.34, 0.79, 0.10, 0.17],
  "homo_ev": -8.7,
  "smiles": "CC(C)CCc1c(N)c(OC[C@@H](C)O)c(I)c2c1C(=O)c1cccc(CCCC(=O)O)c1C2=O.CNC(C)=O.CNC(C)=O.CNC(C)=O.CNC(C)=O.CNC(C)=O.CNC(C)=O",
  "e_above_lowest_kcal_mol": 0.0,
  "energy_ha": -3303.75386,
  "homo_lumo_gap_ev": 8.3042
}

---

2.
{
  "formula": "C16H32BFIN3O10PS",
  "method": "wB97M-V/def2-TZVPD",
  "symbols": ["H", "H", "H", "C", "H", "O", "C", "H", "C", "C", "C", "P", "H", "O", "N", "H", "H", "C", "H", "H", "C", "C", "H", "C", "O", "H", "H", "C", "C", "F", "O", "O", "C", "H", "H", "H", "O", "H", "H", "H", "C", "O", "I", "H", "H", "H", "H", "H", "H", "C", "C", "H", "N", "H", "H", "N", "H", "C", "O", "O", "O", "H", "B", "S", "H", "H"],
  "xyz": [[-2.51121, -0.60455, 2.16091], [-0.42327, -2.64027, 1.26716], [-0.49541, 1.88509, -1.21658], [4.01655, -2.44671, -2.74985], [3.01671, 1.23212, 1.04847], [-3.84659, -0.63467, 0.19072], [-1.86755, -1.46777, 2.24638], [2.34826, 1.17969, 2.65059], [3.56671, -4.04856, -4.24104], [-0.39282, 1.82125, 1.46205], [0.92305, 1.20969, 0.96869], [-0.83549, 1.66420, 3.32871], [-4.64174, 1.19650, -1.45347], [4.34361, -1.38923, -2.32350], [-1.55999, 1.33763, 0.74406], [-3.66542, 1.80137, 0.62246], [-0.68869, -0.86154, -2.95825], [2.21149, 1.63331, 1.67306], [-3.24573, -2.39934, 3.43681], [0.36747, 0.05285, 4.23039], [-0.42792, -0.77442, 0.13955], [2.09366, 3.86622, 0.38039], [0.28444, -2.32608, -3.14792], [-2.61278, 3.38832, -0.31923], [-0.90087, 1.05261, -1.46828], [-3.13284, 1.60839, -2.32229], [0.63180, -0.55383, 1.99862], [-2.67831, 2.24413, 0.70760], [-1.36344, 0.37255, -0.29787], [2.51452, -4.41105, -5.00918], [1.00381, -2.73104, -0.73956], [-2.69431, -1.54554, -1.69415], [0.18758, -1.38636, -2.60950], [3.99152, -5.57713, -2.74595], [4.49359, -4.27850, -4.76824], [1.61597, -0.67730, 0.70396], [4.10052, -3.60811, -2.06069], [3.58750, 3.19950, 1.68364], [1.11316, 1.40923, -0.08073], [-1.58479, 3.12737, 4.71753], [-1.14191, -1.87974, 0.96724], [-1.21903, 3.15752, 3.82711], [1.86847, 4.15541, 3.43219], [-0.30428, 2.89354, 1.26609], [1.06843, -0.79327, -2.88257], [1.10852, 4.32046, 0.43013], [2.19581, 3.21943, -0.48922], [2.43659, -4.74863, -2.52911], [2.78972, 4.68743, 0.24358], [-3.78389, 0.81155, -1.99000], [2.50698, 3.14667, 1.66823], [-1.59198, 3.72336, -0.62473], [-2.67933, -2.63161, 2.63205], [-1.84811, -2.41009, 0.33674], [-1.13464, -1.35520, 3.05106], [0.72571, -0.28574, 1.01702], [-2.70779, 2.77858, 1.66128], [3.47249, -4.62830, -2.84920], [3.50114, -2.65214, -3.99031], [-3.63279, 3.87821, -0.77968], [0.39534, 1.01122, 4.22798], [-4.12760, 0.24740, -2.84970], [0.27154, -1.62552, -1.07451], [-2.96739, -0.36836, -0.91627], [1.28502, -2.74613, 0.18069], [-3.32978, -2.82609, 1.87848]],
  "nbo_charge": [0.22, 0.22, 0.48, 0.97, 0.23, -0.94, -0.23, 0.25, 0.44, -0.39, -0.04, 1.28, 0.27, -0.58, -0.51, 0.27, 0.26, -0.46, 0.37, 0.50, -0.18, -0.65, 0.26, 0.41, -0.74, 0.27, 0.43, -0.36, 0.21, -0.32, -0.85, -0.93, -1.02, 0.22, 0.16, 0.43, -0.48, 0.24, 0.23, 0.52, -0.46, -0.97, 0.14, 0.24, 0.26, 0.22, 0.21, 0.21, 0.25, -0.87, -0.32, 0.10, -0.83, 0.27, 0.15, -0.53, 0.26, -0.13, -0.49, -0.48, -1.00, 0.28, 1.05, 2.14, 0.47, 0.36],
  "homo_ev": -11.2,
  "charge": 1,
  "e_above_lowest_kcal_mol": 0.0,
  "energy_ha": -2707.25296,
  "homo_lumo_gap_ev": 8.0764
}

---

3.
{
  "formula": "C19H31CoGeNO6S",
  "method": "wB97M-V/def2-TZVPD",
  "symbols": ["H", "C", "H", "H", "C", "H", "H", "O", "O", "H", "C", "C", "C", "H", "H", "H", "C", "C", "O", "C", "H", "C", "H", "C", "O", "C", "H", "H", "Ge", "O", "C", "H", "C", "H", "H", "C", "H", "H", "H", "H", "C", "H", "H", "H", "C", "H", "H", "C", "S", "Co", "O", "C", "C", "H", "H", "N", "H", "H", "H", "H"],
  "xyz": [[-4.01390, -0.41464, -2.04483], [-3.17031, -0.30471, -2.72999], [-1.56883, -2.79867, -1.63089], [1.88965, -2.01001, -0.47108], [-0.48866, -2.83929, -1.47969], [4.83067, -0.38340, -1.90146], [-2.61553, -1.24212, -2.77465], [-1.30628, 0.69709, 1.44143], [-1.75431, 0.51306, -0.96996], [-0.41938, 1.78639, -2.93944], [-2.26067, 0.83814, -2.30394], [5.57337, -1.43053, 1.25732], [4.49397, -0.91251, 1.96094], [-3.57969, 2.07397, 0.89758], [-1.42125, 4.07153, 1.49929], [6.34236, -1.97650, 1.78672], [2.27159, 0.37238, 1.80570], [-1.20653, 2.01249, 3.42646], [1.87292, 0.26531, 2.92846], [5.69258, -1.25343, -0.11988], [-1.45551, 1.21974, -4.24797], [-0.88641, -3.52513, 0.91441], [-0.66400, -3.28753, 1.95430], [-1.70800, 1.99554, 1.99243], [1.23877, 0.34872, -1.42264], [-1.05861, 3.09829, 1.16776], [-3.44322, 2.40636, -3.17882], [-1.43994, 2.96931, 3.89528], [-2.43492, -0.57154, 0.49353], [2.86403, 2.17336, -1.21659], [-0.14223, -2.58428, -0.02211], [-0.01009, -2.09685, -2.11992], [-1.08450, 0.98019, -3.25116], [-0.14653, -3.82893, -1.78385], [6.55036, -1.66160, -0.63624], [1.35205, -2.66163, 0.21602], [1.59278, -2.40559, 1.24852], [-3.68835, 1.27003, 2.48845], [4.39694, -1.03775, 3.03076], [1.68921, -3.68264, 0.03364], [3.52713, -0.22359, 1.25092], [-1.68308, 1.22074, 4.00440], [-0.57326, -4.55123, 0.71860], [-3.55858, 3.02068, 2.38306], [4.73512, -0.54785, -0.83714], [-3.57716, -0.10683, -3.72194], [-2.39738, 2.95621, -1.87236], [-3.03933, 2.13966, -2.20171], [2.35373, 0.97869, -0.64354], [-0.09550, 0.52540, 0.00978], [-0.59450, -1.24329, 0.34089], [-3.22495, 2.08668, 1.93120], [3.65857, -0.06456, -0.12125], [-1.32414, 3.00190, 0.11138], [-1.96518, -3.47597, 0.75540], [1.56710, 1.05345, 0.78221], [0.02474, 3.09256, 1.28353], [-0.51186, 0.05548, -3.30929], [-3.87662, 2.04008, -1.50932], [-0.12844, 1.85917, 3.45129]],
  "nbo_charge": [0.22, -0.64, 0.21, 0.21, -0.64, 0.25, 0.22, -0.87, -0.96, 0.22, 0.29, -0.16, -0.15, 0.21, 0.25, 0.24, 0.67, -0.63, -0.50, -0.17, 0.23, -0.63, 0.23, 0.28, -0.93, -0.66, 0.23, 0.22, 1.43, -0.84, 0.28, 0.22, -0.63, 0.23, 0.24, -0.63, 0.22, 0.22, 0.25, 0.23, -0.15, 0.22, 0.24, 0.24, -0.19, 0.24, 0.21, -0.63, 2.27, 1.47, -0.85, -0.65, -0.26, 0.21, 0.22, -0.95, 0.23, 0.22, 0.21, 0.24],
  "homo_ev": [-12.8, -12.7],
  "charge": 1,
  "energy_ha": -5106.46249,
  "homo_lumo_gap_ev": [7.6328, 7.6144]
}

---

What strongest force on any atom values result from the calculations? In sequence: 2.21, 4.13, 0.64 eV/Å.